Record 1
This record from OMol25 describes a cluster of 4 separate species, C27H53NO11 in total. The level of theory is ωB97M-V/def2-TZVPD.

## Properties
- DFT total energy (Eh) = -1942.75856
- gap between HOMO and LUMO (eV) = 7.577
- SMILES = CCNC1=C(C)C(=O)C=CC1=O.COCCOCCOC.COCCOCCOC.COCCOCCOC
- HOMO energy (eV) = -8.630
- max |F| (eV/A) = 0.5
- energy above the lowest of the compared OMol25 structures with the same formula, charge and spin (kJ/mol) = 0.0

ORCA input file:
```
! wB97M-V def2-TZVPD RIJCOSX def2/J DEFGRID3
* xyz 0 1
C -0.58 -4.48 -0.06
C -1.87 -3.68 -0.18
N -2.86 -4.13 0.82
C -4.10 -4.54 0.41
C -4.96 -3.79 -0.31
C -4.66 -2.37 -0.70
C -6.29 -4.33 -0.64
O -7.20 -3.64 -1.06
C -6.55 -5.79 -0.40
C -5.73 -6.51 0.35
C -4.52 -5.89 0.93
O -3.87 -6.44 1.79
H 0.04 -4.32 -0.94
H -0.79 -5.55 0.01
H 0.01 -4.17 0.80
H -1.66 -2.62 -0.03
H -2.30 -3.79 -1.17
H -2.47 -4.82 1.45
H -5.55 -1.90 -1.11
H -4.32 -1.80 0.17
H -3.87 -2.29 -1.45
H -7.46 -6.19 -0.83
H -5.90 -7.55 0.57
C 2.00 -1.22 4.98
O 2.96 -1.55 4.01
C 2.91 -2.90 3.58
C 3.21 -3.02 2.10
O 2.18 -2.56 1.25
C 1.98 -1.16 1.12
C 3.03 -0.45 0.31
O 4.26 -0.36 1.01
C 5.40 -0.42 0.19
H 2.23 -1.66 5.96
H 2.00 -0.14 5.08
H 0.99 -1.55 4.68
H 1.92 -3.33 3.79
H 3.66 -3.48 4.13
H 3.29 -4.09 1.89
H 4.17 -2.56 1.87
H 1.86 -0.68 2.10
H 1.04 -1.06 0.58
H 2.65 0.56 0.09
H 3.17 -0.97 -0.65
H 5.33 -1.25 -0.53
H 6.26 -0.59 0.84
H 5.56 0.51 -0.36
C -7.50 -2.00 -4.45
O -7.49 -0.59 -4.41
C -7.44 -0.06 -3.10
C -6.50 1.11 -3.00
O -5.13 0.75 -3.08
C -4.59 0.50 -4.37
C -4.23 1.75 -5.13
O -5.38 2.43 -5.58
C -5.25 3.84 -5.59
H -8.44 -2.41 -4.08
H -7.36 -2.30 -5.48
H -6.68 -2.41 -3.84
H -7.14 -0.83 -2.39
H -8.45 0.29 -2.81
H -6.62 1.54 -2.00
H -6.75 1.88 -3.74
H -5.25 -0.14 -4.96
H -3.66 -0.04 -4.18
H -3.61 1.45 -5.99
H -3.62 2.40 -4.49
H -4.85 4.21 -4.65
H -6.25 4.25 -5.74
H -4.61 4.18 -6.41
C 9.46 6.18 1.13
O 8.64 5.25 1.80
C 8.48 5.51 3.18
C 7.09 5.19 3.65
O 6.10 6.09 3.19
C 5.61 5.91 1.87
C 4.58 4.82 1.74
O 5.17 3.54 1.87
C 4.35 2.58 2.50
H 10.52 6.06 1.40
H 9.35 6.00 0.06
H 9.16 7.21 1.35
H 8.70 6.57 3.40
H 9.19 4.90 3.76
H 7.09 5.30 4.74
H 6.83 4.15 3.41
H 6.42 5.76 1.16
H 5.11 6.85 1.63
H 4.10 4.92 0.76
H 3.80 4.96 2.51
H 3.90 2.98 3.41
H 4.97 1.73 2.75
H 3.55 2.23 1.83
*
```


Record 2
This record from OMol25 describes a structure of composition C27H54BaN2O17S5 at a distorted geometry. The level of theory is ωB97M-V/def2-TZVPD.

## Properties
- DFT total energy (Eh) = -4466.19361
- gap between HOMO and LUMO (eV) = 5.561
- HOMO energy (eV) = -5.571
- max |F| (eV/A) = 2.3
- energy above the lowest of the compared OMol25 structures with the same formula, charge and spin (kJ/mol) = 0.0

ORCA input file:
```
! wB97M-V def2-TZVPD RIJCOSX def2/J DEFGRID3
* xyz 0 1
Ba -0.70 0.00 0.72
O -0.80 0.63 3.51
C -1.48 -0.53 3.95
C -0.97 -1.96 3.64
O -0.43 -2.29 2.37
H -2.46 -0.54 3.42
H -1.78 -0.40 5.00
H -1.87 -2.58 3.79
H -0.28 -2.28 4.45
O 1.92 -0.34 1.28
S 3.02 -0.44 2.18
O 4.00 -1.51 2.03
O 3.81 0.99 2.13
C 5.23 1.01 2.29
C 5.71 2.43 2.08
C 2.32 -0.38 3.87
H 5.60 0.37 1.48
H 5.54 0.69 3.29
H 5.68 2.81 1.06
H 6.69 2.56 2.53
H 5.05 3.12 2.62
H 1.64 0.47 3.86
H 3.16 -0.37 4.55
H 1.74 -1.31 3.86
O 2.48 0.32 -3.58
S 2.42 0.54 -2.15
O 1.19 0.52 -1.41
O 3.35 -0.56 -1.41
C 4.63 -0.85 -2.00
C 5.21 -2.12 -1.38
C 3.28 2.04 -1.75
H 5.27 0.00 -1.75
H 4.52 -0.98 -3.08
H 4.64 -3.03 -1.55
H 5.30 -1.94 -0.31
H 6.18 -2.26 -1.86
H 3.57 1.98 -0.70
H 2.66 2.93 -1.84
H 4.12 2.14 -2.44
O -0.65 -4.42 -2.28
S 0.24 -3.40 -1.84
O -0.21 -2.22 -1.13
O 1.28 -4.18 -0.89
C 1.98 -3.41 0.13
C 2.96 -4.35 0.80
C 1.31 -2.90 -3.19
H 1.27 -3.16 0.93
H 2.39 -2.51 -0.33
H 3.52 -3.82 1.57
H 3.74 -4.79 0.17
H 2.48 -5.24 1.21
H 2.29 -2.63 -2.81
H 0.80 -2.05 -3.63
H 1.39 -3.73 -3.88
O -4.20 -2.77 -1.39
S -3.74 -2.43 -0.06
O -2.91 -1.28 0.13
O -5.05 -2.33 0.89
C -4.90 -1.81 2.21
C -4.93 -0.29 2.22
C -2.92 -3.90 0.56
H -3.97 -2.17 2.67
H -5.69 -2.14 2.88
H -4.02 0.24 1.93
H -5.11 0.09 3.23
H -5.76 0.08 1.63
H -3.60 -4.74 0.50
H -2.62 -3.71 1.59
H -2.06 -3.99 -0.10
O -1.58 0.79 -1.77
S -2.03 0.28 -3.03
O -1.70 -1.04 -3.50
O -3.63 0.60 -3.19
C -4.47 -0.39 -3.84
C -4.26 -0.37 -5.35
C -1.48 1.45 -4.28
H -5.48 -0.11 -3.56
H -4.29 -1.39 -3.44
H -4.60 0.54 -5.84
H -4.82 -1.21 -5.77
H -3.22 -0.64 -5.53
H -0.42 1.62 -4.09
H -2.08 2.33 -4.08
H -1.62 1.03 -5.27
N -2.69 2.06 0.81
C -2.55 3.10 1.65
C -3.38 4.20 1.60
C -4.40 4.25 0.66
C -4.52 3.22 -0.24
C -3.67 2.13 -0.09
H -1.79 3.04 2.42
H -3.35 5.00 2.33
H -5.08 5.09 0.59
H -5.34 3.22 -0.94
H -3.79 1.25 -0.71
N 0.54 2.65 0.70
C 0.40 3.53 -0.30
C 0.95 4.80 -0.31
C 1.81 5.15 0.73
C 2.00 4.23 1.75
C 1.34 3.00 1.71
H -0.29 3.27 -1.10
H 0.66 5.50 -1.09
H 2.36 6.08 0.76
H 2.60 4.52 2.60
H 1.42 2.33 2.55
*
```


Record 3
This record from OMol25 describes a cluster of 11 separate species, C27H54Br2N10O5 in total at a distorted geometry. The level of theory is ωB97M-V/def2-TZVPD.

## Properties
- DFT total energy (Eh) = -7132.91301
- gap between HOMO and LUMO (eV) = 9.458
- SMILES = CN(C)C=O.CN(C)C=O.CN(C)C=O.CN(C)C=O.CN(C)C=O.BrCCBr.CC#N.CC#N.CC#N.CC#N.CC#N
- HOMO energy (eV) = -9.350
- max |F| (eV/A) = 3.7

ORCA input file:
```
! wB97M-V def2-TZVPD RIJCOSX def2/J DEFGRID3
* xyz 0 1
C 5.05 3.00 17.39
C 3.92 2.03 17.32
N 3.09 1.25 17.28
H 5.11 3.44 16.42
H 5.96 2.43 17.56
H 4.87 3.75 18.23
C 4.18 -0.06 20.94
C 5.56 -0.09 20.36
N 6.61 -0.14 19.88
H 4.32 0.34 21.92
H 3.76 -1.09 20.96
H 3.58 0.65 20.37
C 4.45 1.36 26.28
C 4.84 1.69 27.63
N 5.12 2.05 28.69
H 3.43 1.75 26.14
H 4.49 0.28 26.07
H 5.13 1.89 25.60
C 1.04 3.77 21.68
C 2.24 3.84 20.92
N 3.16 3.94 20.25
H 0.12 3.88 21.06
H 1.14 4.55 22.43
H 1.02 2.83 22.24
C 11.33 1.67 26.27
C 10.78 2.96 26.07
N 10.44 4.05 25.84
H 10.59 0.93 26.58
H 12.16 1.66 26.97
H 11.73 1.28 25.32
Br 7.98 7.79 16.80
C 8.72 6.19 17.69
C 8.81 6.46 19.18
Br 9.45 4.80 19.94
H 9.66 6.07 17.16
H 8.09 5.32 17.46
H 7.86 6.76 19.64
H 9.52 7.25 19.51
C 5.00 4.07 23.42
O 4.93 2.86 23.64
N 6.09 4.81 23.21
C 6.03 6.22 22.96
C 7.38 4.17 23.29
H 4.07 4.60 23.49
H 5.14 6.75 23.24
H 6.20 6.42 21.89
H 6.92 6.65 23.44
H 8.00 4.25 22.41
H 7.92 4.74 24.09
H 7.24 3.17 23.63
C 4.13 5.24 27.15
O 3.60 5.51 26.07
N 5.38 5.46 27.54
C 6.32 6.09 26.59
C 5.82 5.37 28.92
H 3.55 4.73 27.95
H 6.63 7.09 26.93
H 5.84 6.21 25.63
H 7.24 5.53 26.54
H 6.30 6.28 29.18
H 4.96 5.23 29.57
H 6.39 4.45 29.19
C 9.52 7.58 25.53
O 8.86 8.20 26.30
N 9.65 7.90 24.17
C 10.43 7.05 23.23
C 8.87 8.99 23.65
H 10.16 6.70 25.73
H 11.42 7.47 23.03
H 9.88 6.91 22.29
H 10.49 6.12 23.80
H 9.46 9.80 23.31
H 8.22 8.62 22.86
H 8.31 9.38 24.51
C 13.71 0.63 20.46
O 14.82 1.08 20.65
N 12.64 1.25 19.88
C 11.39 0.59 19.71
C 12.76 2.64 19.52
H 13.48 -0.45 20.68
H 11.43 -0.41 20.19
H 11.11 0.49 18.67
H 10.64 1.17 20.15
H 12.24 3.17 20.33
H 13.82 2.90 19.60
H 12.33 2.88 18.55
C 2.28 7.35 23.97
O 1.43 6.58 23.46
N 3.01 8.20 23.19
C 3.69 9.32 23.70
C 2.83 8.15 21.78
H 2.42 7.42 25.01
H 3.23 10.25 23.34
H 4.66 9.39 23.21
H 3.84 9.23 24.76
H 2.49 7.18 21.37
H 2.12 8.87 21.40
H 3.76 8.35 21.28
*
```